15
Properties=species:S:1:pos:R:3:forces:R:3 method="wB97M-V/def2-TZVPD" total_charge=+1 relative_energy_kcal_mol=61.29 spin_multiplicity=3 homo_ev="-9.3837 / -14.4799" lumo_ev="-3.10 / -5.42" s_squared=2.007 orbital_gap_ev="6.284 / 9.062" max_force_ev_per_a=6.96
C -2.12513 -0.24219 -0.82919 -2.1 0.7 -6.6
C -1.41750 -0.64063 0.19344 2.6 -2.4 4.3
C 0.50293 0.65293 1.56692 -0.5 -1.1 4.0
N 0.80491 0.87641 0.52851 2.2 2.1 -5.3
N 0.10820 0.27842 2.76114 -0.3 0.3 -0.2
N 1.36367 0.03897 -1.82761 4.0 1.1 -2.5
S -1.11768 -1.84801 -1.11444 -1.5 2.1 1.6
H -3.06747 -0.05539 -1.39592 0.5 -0.4 1.2
H -1.25042 -0.51567 1.27078 -0.7 -1.1 -0.9
H 1.34500 0.74863 -1.05887 -1.2 -1.0 0.7
H 0.94960 0.10459 3.29406 -0.5 0.2 1.1
H -0.58865 0.97791 2.99472 0.1 -0.2 1.5
H 0.72401 -0.79134 -1.85244 0.2 1.0 0.4
H 2.41090 -0.22052 -1.84351 -2.0 -0.3 0.2
H 1.35762 0.63589 -2.68760 -0.8 -1.0 0.4